[1]
A molecular structure, C18H28IrO5Se3Te, computed with wB97M-V/def2-TZVPD.

⟨S²⟩: 8.7877
Total charge: +2
Relative energy (zero: lowest compared OMol25 entry of this formula, charge and spin) (eV): 0.912
HOMO (alpha / beta) (eV): -11.96 / -13.09
2S+1: 6

Element x y z (Å)
Ir 2.3445 0.7754 2.1560
C 0.6419 3.4621 1.3003
C -0.2784 2.2554 1.2109
O 0.4003 1.3153 0.3803
C -0.0640 -0.0248 0.1874
C 1.0775 -0.5905 -0.6626
O 2.2891 -0.6129 0.0843
C 3.4567 -0.4539 -0.7607
C 4.3840 0.6191 -0.2087
O 3.5358 1.6641 0.2494
C 4.1621 2.8287 0.7910
C 3.0288 3.7961 1.0889
O 1.9534 3.0926 1.7464
H 0.2178 4.2068 1.9787
H 0.7225 3.9035 0.3053
H -1.2135 2.5978 0.7536
H -0.5064 1.8188 2.1861
H -1.1387 0.5817 -1.5261
H -1.0056 -0.6572 1.8090
H 1.1824 0.0867 -1.5142
H 0.8507 -1.5907 -1.0424
H 3.1180 -0.1645 -1.7550
H 3.9743 -1.4116 -0.8346
H 5.0416 0.9718 -1.0094
H 5.0119 0.2506 0.6061
H 4.8400 3.2736 0.0583
H 4.7261 2.5593 1.6888
H 2.6489 4.2141 0.1559
H 3.3742 4.6105 1.7284
Se 1.0316 0.9236 4.1192
Se 1.9143 -0.0414 6.0217
Te 4.2067 -0.7323 5.4418
Se 4.4802 -0.0130 3.1413
C -5.1155 -3.9858 -2.4813
C -4.1686 -2.9595 -1.9993
C -4.3071 -1.6017 -2.2980
C -3.4062 -0.6823 -1.8327
C -3.6145 0.7568 -2.1773
C -2.2638 -1.1126 -1.0053
C -1.3753 0.0407 -0.6052
O -0.1394 -0.7060 1.3880
C -2.1321 -2.4949 -0.6812
C -1.0905 -3.1209 0.2050
C -3.0699 -3.3594 -1.1940
H -5.9290 -3.5695 -3.0680
H -5.5224 -4.5427 -1.6312
H -4.5756 -4.7276 -3.0788
H -5.1421 -1.2785 -2.9054
H -4.5106 0.8669 -2.7825
H -2.7790 1.1706 -2.7424
H -3.7378 1.3732 -1.2851
H -2.0265 0.7457 -0.0722
H -1.4340 -3.1195 1.2409
H -0.1289 -2.6316 0.1977
H -0.9554 -4.1589 -0.0905
H -2.9851 -4.4170 -0.9763

[2]
A molecular structure, C42H42BF6N8O8S2Sn in a non-equilibrium geometry, computed with wB97M-V/def2-TZVPD.

Total charge: -1
HOMO (eV): -3.93
2S+1: 1

Element x y z (Å)
Sn 0.4388 -0.3916 0.2652
C -3.6295 -0.8766 -0.2477
C -3.8533 0.6223 -0.4731
C -5.1700 0.8594 -1.2166
C -2.7129 1.2071 -1.2403
C -2.5014 1.2961 -2.6201
C -1.3563 2.0340 -2.7852
N -0.8665 2.3847 -1.5778
N -1.7203 1.9014 -0.6446
B 0.5604 3.0433 -1.4170
N 1.4588 2.2570 -2.3959
C 2.2032 2.8006 -3.3721
C 2.6159 1.7981 -4.2161
C 2.0508 0.6295 -3.6768
N 1.3636 0.9168 -2.5687
C 2.0780 -0.7348 -4.2861
C 1.3646 -0.7441 -5.6416
C 3.5023 -1.2767 -4.4277
N 1.1915 3.0308 -0.0273
C 1.6038 4.1492 0.5977
C 2.3666 3.7928 1.6820
C 2.3896 2.3908 1.6492
N 1.6779 1.9422 0.6247
C 3.1965 1.4876 2.5364
C 2.7280 0.0363 2.4457
C 4.6748 1.5990 2.1372
H -4.4970 -1.3164 0.2455
H -2.7613 -1.0584 0.3837
H -3.4688 -1.3839 -1.2018
H -3.8922 1.1278 0.4949
H -5.1924 0.2939 -2.1502
H -5.3003 1.9175 -1.4476
H -6.0095 0.5345 -0.6021
H -3.1002 0.8497 -3.3938
H -0.8518 2.3360 -3.6866
H 0.4942 4.1852 -1.7846
H 2.3805 3.8633 -3.4013
H 3.2251 1.8923 -5.0991
H 1.5204 -1.3833 -3.6257
H 1.9089 -0.1468 -6.3764
H 0.3517 -0.3498 -5.5498
H 1.2994 -1.7694 -6.0119
H 4.0575 -0.7201 -5.1866
H 3.4675 -2.3250 -4.7313
H 4.0351 -1.2044 -3.4792
H 1.3457 5.1259 0.2293
H 2.8297 4.4399 2.4074
H 3.0871 1.8405 3.5659
H 2.8910 -0.3482 1.4322
H 1.6686 -0.0358 2.7022
H 3.2830 -0.5966 3.1379
H 4.8000 1.2618 1.1067
H 5.2967 0.9803 2.7873
H 5.0169 2.6318 2.2085
F -1.2724 -2.2800 6.2595
C -1.0215 -1.1492 5.5894
F 0.0152 -0.5395 6.1631
F -2.0887 -0.3563 5.6892
S -0.7233 -1.5575 3.8040
O -0.4859 -0.2850 3.1685
O -1.8993 -2.2808 3.4327
N 0.6008 -2.4310 3.9898
S 0.9997 -3.1278 2.6351
O 2.3989 -3.2786 2.4330
O 0.2157 -2.5795 1.5351
C 0.3157 -4.8761 2.7193
F 0.0851 -5.2427 3.9809
F 1.1921 -5.7352 2.1896
F -0.8190 -4.9672 2.0332
O 1.9913 -2.0564 -0.5357
C 1.0583 -2.7470 -1.0300
O -0.0998 -2.3053 -1.2248
C 1.3542 -4.1674 -1.4174
C 2.6703 -4.6094 -1.4956
C 2.9431 -5.9170 -1.8457
C 1.8871 -6.7792 -2.1150
C 0.5670 -6.3523 -2.0359
C 0.3061 -5.0411 -1.6885
N 2.1688 -8.1573 -2.4762
O 1.2289 -8.9007 -2.6925
O 3.3332 -8.5070 -2.5504
H 3.4669 -3.9124 -1.2754
H 3.9542 -6.2905 -1.9071
H -0.2300 -7.0516 -2.2393
H -0.7056 -4.6678 -1.6123
C -1.5453 2.1659 0.6970
C -2.0663 2.9148 1.5550
C -2.4751 3.8161 2.4738
C -3.5072 3.5554 3.4648
C -4.2481 4.6126 4.0225
C -5.2464 4.3778 4.9514
C -5.5445 3.0823 5.3535
C -4.8382 2.0249 4.7944
C -3.8394 2.2518 3.8639
C -1.9476 5.1927 2.2607
C -2.0648 5.7930 1.0038
C -1.5735 7.0679 0.7675
C -0.9480 7.7695 1.7885
C -0.8247 7.1879 3.0439
C -1.3289 5.9182 3.2798
H -4.0396 5.6251 3.7041
H -5.8056 5.2141 5.3551
H -6.3141 2.9080 6.0951
H -5.0712 1.0109 5.0979
H -3.2881 1.4142 3.4519
H -2.5600 5.2478 0.2095
H -1.6825 7.5147 -0.2140
H -0.5518 8.7608 1.6043
H -0.3291 7.7326 3.8388
H -1.2373 5.4675 4.2607

[3]
2 unconnected molecules or ions with the total composition C5H11O2 in a non-equilibrium geometry, computed with wB97M-V/def2-TZVPD.

⟨S²⟩: 0.7568
Relative energy (zero: lowest compared OMol25 entry of this formula, charge and spin) (eV): 1.418
HOMO (alpha / beta) (eV): -11.57 / -9.99
2S+1: 2

Element x y z (Å)
C -0.1708 -3.0770 1.5582
C -1.5214 -2.3859 1.3241
H -0.1949 -4.1989 1.3565
H 0.6329 -2.6357 1.0307
H 0.0388 -2.9987 2.6558
H -1.7526 -1.9286 0.2957
H -1.6606 -1.5857 2.0807
H -2.2838 -3.1435 1.4237
C 1.0616 1.0619 -0.1324
C 0.9449 2.2935 0.8550
C 0.0848 0.9841 -1.2310
O 0.5829 1.3529 -2.3447
O -0.9886 0.3858 -0.9334
H 2.0436 1.4472 -0.5980
H 1.1548 0.1917 0.4443
H 0.1548 3.0024 0.5942
H 1.9295 2.7834 0.8531
H 0.7889 1.8972 1.8451

[4]
2 unconnected molecules or ions with the total composition C3H2ClNO in a non-equilibrium geometry, computed with wB97M-V/def2-TZVPD.

Relative energy (zero: lowest compared OMol25 entry of this formula, charge and spin) (eV): 1.939
SMILES: O=C=CCl.C#N
HOMO (eV): -9.23
2S+1: 1

Element x y z (Å)
C -2.6750 0.0554 0.5784
C 1.7839 -0.8796 -0.2285
C 1.2927 0.2550 -0.5405
N -2.5093 0.1377 -0.5638
O 2.3035 -1.8514 0.2157
Cl 2.2663 1.5894 -0.0250
H -2.7275 0.2796 1.5239
H 0.2654 0.4140 -0.9602

[5]
A single C5H12BN molecule in a non-equilibrium geometry, computed with wB97M-V/def2-TZVPD.

Relative energy (zero: lowest compared OMol25 entry of this formula, charge and spin) (eV): 5.046
HOMO (alpha / beta) (eV): -6.83 / -8.60
2S+1: 1

Element x y z (Å)
B 1.9736 1.6261 -0.2241
C 2.5066 0.1449 -0.0682
C 1.6780 -0.6711 1.0100
C 0.2996 -1.0098 0.4184
C -2.9037 0.2716 0.0636
C -1.4077 0.5530 -0.4658
N -0.5131 0.1525 0.5469
H 2.3548 2.7621 -0.2215
H 2.4848 -0.2918 -1.0289
H 3.5372 0.2036 0.2599
H 2.2669 -1.5810 1.1591
H 1.7773 -0.0236 1.9409
H 0.4883 -1.4830 -0.5625
H -0.0038 -1.8973 1.0196
H -3.6232 1.0760 0.0761
H -3.3311 -0.5417 -0.4403
H -2.9072 -0.0921 1.0594
H -1.3146 0.0564 -1.5310
H -1.2143 1.6528 -0.6452

[6]
A single C2H6ClN3S molecule in a non-equilibrium geometry, computed with wB97M-V/def2-TZVPD.

Relative energy (zero: lowest compared OMol25 entry of this formula, charge and spin) (eV): 1.453
SMILES: N/N=C(\CCl)NS
HOMO (eV): -8.66
2S+1: 1

Element x y z (Å)
C -0.3678 -0.1818 0.7424
C -0.4121 -1.0073 -0.5003
H -2.9362 1.3525 1.2853
H -2.3940 1.4148 -0.2508
H -1.4849 -1.4990 -0.3727
H 0.2910 -1.8814 -0.4860
H 0.6798 0.4307 2.1092
H 2.7797 -1.1566 0.4013
N -2.4245 0.7131 0.6056
N -1.2594 0.5840 1.2433
N 0.8450 -0.4168 1.4182
S 2.2333 0.0082 0.2916
Cl -0.4774 0.1283 -1.8632

[7]
A molecular structure, C22H14N5O9Pt in a non-equilibrium geometry, computed with wB97M-V/def2-TZVPD.

Total charge: -1
Relative energy (zero: lowest compared OMol25 entry of this formula, charge and spin) (eV): 0.893
HOMO (eV): -4.68
2S+1: 1

Element x y z (Å)
Pt -0.1347 0.0348 -0.1407
O 3.5502 1.4476 -0.7460
C 2.3581 1.2549 -0.5612
O 1.7867 0.1004 -0.7415
C 1.4210 2.3542 -0.2010
C 1.8777 3.6544 -0.0148
C 0.9799 4.6757 0.1634
C -0.4057 4.3976 0.0645
C -1.3772 5.4058 0.1393
C -2.7159 5.1173 -0.0190
C -3.1158 3.8101 -0.2800
C -2.1844 2.7966 -0.3667
C -0.8207 3.0524 -0.1593
N 0.0956 2.0431 -0.2211
H 2.9436 3.8162 -0.0218
H 1.3081 5.6901 0.3304
H -1.0554 6.4220 0.3185
H -3.4508 5.9062 0.0395
H -4.1609 3.5854 -0.4305
H -2.4989 1.7916 -0.6001
O -4.1089 -0.5907 1.1027
C -2.9327 -0.2856 1.2513
O -2.1637 -0.1268 0.2387
C -2.4332 -0.1220 2.6711
C -3.4093 -0.0673 3.6401
C -3.1014 0.0171 4.9963
C -1.7677 0.0278 5.3867
C -0.7642 -0.0213 4.4314
C -1.0358 -0.0788 3.0148
O -0.0785 -0.1130 2.2026
N 0.5809 -0.0536 4.8773
O 1.4913 -0.2166 4.0741
O 0.7745 0.0700 6.0888
N -4.1320 0.0502 5.9648
O -5.2986 0.0618 5.5835
O -3.8123 0.0575 7.1513
H -4.4467 -0.1098 3.3373
H -1.5009 0.0652 6.4314
N 0.2301 -6.1709 -0.0008
C 0.1222 -4.8099 -0.0360
C -1.1230 -4.1743 -0.0871
C -1.1886 -2.8040 -0.1668
N -0.1017 -2.0227 -0.1824
C 1.0967 -2.6183 -0.1439
C 1.2511 -3.9832 -0.0902
H -0.5799 -6.6837 0.3056
H 1.1202 -6.5511 0.2759
H -2.0338 -4.7522 -0.0604
H -2.1506 -2.3128 -0.2111
H 1.9586 -1.9658 -0.1631
H 2.2391 -4.4148 -0.0785

[8]
A molecular structure, C22H24F6N5PPt, computed with wB97M-V/def2-TZVPD.

⟨S²⟩: 0.7811
Total charge: +3
Relative energy (zero: lowest compared OMol25 entry of this formula, charge and spin) (eV): 1.876
HOMO (alpha / beta) (eV): -19.25 / -19.25
2S+1: 2

Element x y z (Å)
Pt 0.4980 -2.2145 -1.8420
C 1.1512 -2.1689 4.9089
C -0.0671 -1.4610 4.2815
C -1.3700 -2.1167 4.7909
C -0.0500 0.0201 4.6716
C -0.0156 -1.6524 2.7926
C 0.0237 -2.9494 2.2481
C 0.0802 -3.1357 0.8875
N 0.0652 -2.0778 0.0594
C 0.0623 -0.8015 0.5353
C 0.0025 -0.5747 1.8848
C 0.1525 0.2208 -0.5055
C 0.1476 1.5839 -0.3351
C 0.2485 2.4461 -1.4398
C 0.3297 1.8561 -2.7175
C 0.3285 0.4907 -2.8640
N 0.2329 -0.2761 -1.7631
C 0.2582 3.9422 -1.3026
C -1.0066 4.4779 -2.0158
C 1.5183 4.4951 -1.9968
C 0.2485 4.3854 0.1631
H 1.1160 -2.0358 5.9889
H 2.0925 -1.7473 4.5524
H 1.1557 -3.2429 4.7192
H -1.4399 -1.9728 5.8680
H -1.3893 -3.1917 4.6062
H -2.2527 -1.6633 4.3358
H -0.0943 0.0996 5.7558
H -0.9174 0.5571 4.2790
H 0.8708 0.5158 4.3534
H 0.0215 -3.8262 2.8794
H 0.1240 -4.1201 0.4354
H -0.0133 0.4399 2.2525
H 0.0744 1.9869 0.6636
H 0.3962 2.4576 -3.6128
H 0.3947 -0.0057 -3.8234
H -1.0129 4.2375 -3.0800
H -1.0240 5.5633 -1.9279
H -1.9191 4.0900 -1.5591
H 1.5305 4.2956 -3.0692
H 2.4324 4.0943 -1.5557
H 1.5379 5.5767 -1.8751
H -0.6524 4.0554 0.6867
H 0.2539 5.4727 0.2031
H 1.1372 4.0417 0.6989
F 2.1435 -3.0024 -1.4040
P 3.4333 -1.9453 -3.3396
F 3.7847 -1.2379 -4.6208
F 4.6928 -2.1065 -2.4943
F 2.9600 -0.7390 -2.4584
F 1.6352 -2.0439 -3.6657
F 3.3782 -3.4189 -3.7233
N -1.4591 -2.1188 -2.2858
C -2.5644 -2.1818 -2.5852
C -3.9432 -2.2475 -2.9485
C -4.5450 -3.5024 -3.0635
N -5.0000 -4.5649 -3.1644
C -4.6187 -1.0371 -3.1671
N -5.1582 -0.0216 -3.2961